[1]
Density functional theory data (ωB97M-V/def2-TZVPD) for 2 unconnected molecules or ions with the total composition C25H22N6O6 in a non-equilibrium geometry.

```
59
C25H22N6O6, DFT ωB97M-V/def2-TZVPD
C 3.900 -2.766 1.462
C 3.737 -1.378 1.536
C 2.556 -0.859 2.078
C 1.604 -1.691 2.680
C 0.440 -1.080 3.359
C -0.522 -0.470 2.489
N -1.795 -0.906 2.347
C -2.159 -2.216 2.897
C -3.666 -2.488 2.983
C -4.491 -1.972 1.815
C -4.142 -0.522 1.530
C -2.649 -0.319 1.296
C -0.164 0.793 1.795
C 0.569 0.850 0.596
C 0.996 2.085 0.106
C 0.618 3.268 0.743
C -0.221 3.218 1.861
C -0.618 1.991 2.381
C 1.767 -3.085 2.584
C 2.890 -3.612 1.944
H 4.806 -3.183 1.016
H 4.512 -0.690 1.203
H 2.365 0.207 2.034
H 0.062 -1.639 4.221
H -1.661 -3.009 2.311
H -1.767 -2.282 3.920
H -3.794 -3.570 3.094
H -4.026 -2.025 3.912
H -4.310 -2.582 0.923
H -5.555 -2.050 2.059
H -4.671 -0.161 0.641
H -4.447 0.114 2.370
H -2.472 0.764 1.219
H -2.369 -0.747 0.314
H 0.826 -0.078 0.076
H 1.646 2.125 -0.770
H 0.991 4.238 0.395
H -0.562 4.129 2.355
H -1.277 1.923 3.253
H 0.995 -3.742 3.006
H 2.993 -4.698 1.851
O 2.805 0.547 9.846
N 3.101 0.526 8.665
C 2.486 0.178 7.480
C 3.376 0.441 6.431
N 4.577 0.888 6.923
O 4.413 0.915 8.275
C 2.882 0.507 5.066
N 3.754 1.066 4.026
O 4.964 0.793 3.963
O 3.189 1.834 3.192
C 1.488 0.330 4.772
C 0.664 0.076 5.894
N -0.725 0.124 5.988
O -1.622 0.202 5.157
O -1.052 0.071 7.366
N 0.075 -0.014 8.139
C 1.108 -0.032 7.228
H 1.072 0.924 3.938
```

The multiplicity is 1. The orbital gap is 5.85 eV. Its HOMO energy is -7.3232 eV. Its total energy is -47493.0469 eV. As for the charge: 0.

=====

[2]
Density functional theory data (ωB97M-V/def2-TZVPD) for a molecular structure, C25H22N9OSV in a non-equilibrium geometry.

```
59
C25H22N9OSV, DFT ωB97M-V/def2-TZVPD
V -0.013 0.268 -0.267
N -0.533 1.685 -3.207
C -0.231 0.640 -2.306
S 1.404 0.074 -2.211
N -1.241 -0.384 -2.330
N -1.045 -1.030 -1.137
C -1.415 -2.271 -0.997
C -0.903 -3.123 0.016
C -1.379 -4.440 0.108
C -0.816 -5.356 0.968
C 0.240 -4.959 1.787
C 0.722 -3.671 1.733
C 0.209 -2.710 0.827
O 0.757 -1.552 0.744
H 0.269 2.287 -3.342
H -1.355 2.208 -2.924
H -2.067 -2.711 -1.757
H -2.198 -4.730 -0.539
H -1.184 -6.374 0.993
H 0.691 -5.669 2.470
H 1.552 -3.372 2.360
C -0.358 0.903 2.746
N 0.812 0.046 2.939
C 2.096 0.665 2.737
C 2.297 1.450 1.470
N 1.399 1.752 0.566
C 1.943 2.755 -0.200
C 1.357 3.572 -1.162
C 2.143 4.555 -1.735
C 3.474 4.734 -1.364
C 4.057 3.980 -0.357
C 3.265 3.009 0.230
N 3.454 2.179 1.303
C -1.141 0.628 1.476
N -1.411 1.574 0.542
C -2.628 1.261 0.000
C -3.348 1.884 -1.015
C -4.565 1.331 -1.390
C -5.074 0.205 -0.759
C -4.382 -0.425 0.271
C -3.160 0.109 0.639
N -2.250 -0.235 1.598
H -0.070 1.959 2.771
H -1.029 0.715 3.599
H 0.745 -0.720 2.255
H 2.848 -0.127 2.794
H 2.281 1.363 3.573
H 0.310 3.462 -1.397
H 1.717 5.219 -2.476
H 4.054 5.510 -1.841
H 5.074 4.155 -0.034
H 4.305 2.073 1.827
H -2.966 2.778 -1.491
H -5.130 1.782 -2.194
H -6.031 -0.194 -1.069
H -4.780 -1.301 0.763
H -2.257 -1.085 2.137
N -2.519 -1.224 -4.258
C -1.888 -0.849 -3.366
```

The multiplicity is 4. The orbital gap (alpha / beta) is 5.47 / 5.56 eV. Its HOMO energy (alpha / beta) is -2.9946 / -3.1048 eV. Its total energy is -78264.5138 eV. As for the charge: -1.

=====

[3]
Density functional theory data (ωB97M-V/def2-TZVPD) for a molecular structure, C25H22O3PSSe2TcTe2 in a non-equilibrium geometry.

```
57
C25H22O3PSSe2TcTe2, DFT ωB97M-V/def2-TZVPD
Tc -1.373 -0.930 -1.387
C 3.423 -3.048 -3.568
C 4.093 -3.516 -2.320
C 3.441 -4.420 -1.432
C 4.054 -4.772 -0.256
C 5.299 -4.192 0.133
C 5.925 -3.321 -0.698
C 5.350 -3.015 -1.912
H 2.649 -3.748 -3.774
H 4.165 -2.979 -4.417
H 2.918 -2.074 -3.470
H 2.409 -4.689 -1.579
H 3.604 -5.553 0.344
H 5.777 -4.465 1.081
H 6.945 -2.963 -0.457
H 5.817 -2.185 -2.501
Se -2.564 -2.379 -3.065
Te -3.654 -0.109 -2.695
Te -1.126 0.665 -3.686
Se 0.679 -0.737 -2.615
O -2.753 -1.771 0.245
S -1.601 -2.152 1.126
O -1.695 -3.429 1.811
O -0.387 -1.980 0.173
C -1.461 -0.859 2.343
C -1.603 -1.177 3.713
C -1.394 -0.184 4.689
C -1.063 1.144 4.331
C -0.783 1.388 3.013
C -1.220 0.464 2.006
P -1.614 0.964 0.270
C -0.220 2.163 -0.032
C -0.398 3.440 -0.576
C 0.762 4.202 -0.955
C 2.026 3.635 -0.715
C 2.185 2.386 -0.187
C 1.068 1.688 0.205
C -3.269 1.797 0.140
C -3.401 2.650 -0.914
C -4.441 3.574 -0.876
C -5.400 3.539 0.135
C -5.376 2.552 1.107
C -4.208 1.800 1.171
H -1.836 -2.220 4.073
H -1.383 -0.484 5.782
H -1.054 1.931 5.039
H -0.488 2.432 2.816
H -1.348 4.022 -0.668
H 0.757 5.115 -1.465
H 2.912 4.240 -0.946
H 3.199 1.984 -0.067
H 1.231 0.702 0.655
H -2.638 2.606 -1.696
H -4.481 4.382 -1.591
H -6.241 4.200 0.262
H -6.224 2.516 1.847
H -3.991 1.170 2.012
```

The multiplicity is 4. The orbital gap (alpha / beta) is 5.64 / 4.95 eV. Its HOMO energy (alpha / beta) is -10.5039 / -10.5053 eV. Its total energy is -200019.0233 eV. As for the charge: +1.

=====

[4]
Density functional theory data (ωB97M-V/def2-TZVPD) for a molecular structure, C25H23CeClN2P in a non-equilibrium geometry.

```
53
C25H23CeClN2P, DFT ωB97M-V/def2-TZVPD
Ce 0.000 -0.014 0.112
Cl 0.021 0.884 2.194
P 0.005 -0.078 -2.331
C -1.351 -0.877 -3.105
C -1.175 -1.605 -4.279
C -2.288 -2.172 -4.914
C -3.565 -2.008 -4.378
C -3.734 -1.293 -3.191
C -2.621 -0.739 -2.552
C -0.243 1.733 -2.553
C 0.608 2.616 -1.895
C 0.452 3.998 -2.064
C -0.555 4.483 -2.892
C -1.405 3.595 -3.553
C -1.257 2.220 -3.388
C 1.573 -0.418 -3.070
C 2.641 -0.905 -2.325
C 3.877 -1.139 -2.939
C 4.038 -0.868 -4.297
C 2.973 -0.348 -5.037
C 1.737 -0.113 -4.417
H 1.410 2.234 -1.248
H 1.118 4.682 -1.542
H -0.680 5.557 -3.025
H -2.192 3.975 -4.204
H -1.926 1.530 -3.895
H -0.187 -1.752 -4.697
H -2.149 -2.747 -5.827
H -4.426 -2.447 -4.876
H -4.724 -1.175 -2.757
H -2.743 -0.198 -1.607
H 2.513 -1.087 -1.251
H 4.710 -1.522 -2.353
H 4.996 -1.047 -4.779
H 3.102 -0.114 -6.091
H 0.924 0.321 -4.992
H -0.112 -6.597 -6.173
H 0.637 -6.564 -6.140
N -0.234 -4.550 0.722
C 0.211 -3.455 0.073
N -0.360 -2.318 0.535
C -1.244 -2.722 1.556
C -2.055 -1.963 2.348
C -2.802 -2.637 3.311
C -2.714 -4.027 3.445
C -1.875 -4.773 2.608
C -1.165 -4.104 1.686
H 0.030 -5.533 0.595
H 0.939 -3.469 -0.693
H -2.107 -0.880 2.226
H -3.463 -2.060 3.968
H -3.307 -4.536 4.212
H -1.792 -5.860 2.701
```

The multiplicity is 2. The orbital gap (alpha / beta) is 7.83 / 7.83 eV. Its HOMO energy (alpha / beta) is -14.5326 / -14.4848 eV. Its total energy is -64003.2285 eV. As for the charge: +2.